<a>
The following is a DFT calculation (ωB97M-V/def2-TZVPD) of a single C5H10OS2 molecule.

multiplicity	1
charge	0

XYZ file:
```
18
Properties=species:S:1:pos:R:3:nbo_charge:R:1
C -0.59 1.52 -0.04 -0.246
C -2.17 1.02 1.65 -0.584
C -1.48 -0.70 -0.15 -0.607
C 3.37 -1.04 -1.47 -0.783
C -1.78 0.71 0.18 -0.341
O 2.19 0.18 0.41 -0.955
S 0.96 1.51 -0.03 0.788
S 2.40 -1.38 0.04 0.501
H -1.40 0.65 2.29 0.213
H -2.32 2.03 1.91 0.226
H -2.96 0.41 1.92 0.216
H -0.64 -1.14 0.25 0.227
H -1.30 -0.76 -1.26 0.218
H -2.30 -1.44 0.09 0.212
H 4.29 -1.68 -1.51 0.229
H 3.64 0.01 -1.42 0.236
H 2.64 -1.07 -2.30 0.214
H -2.55 1.18 -0.56 0.237
```

***

<b>
The following is a DFT calculation (ωB97M-V/def2-TZVPD) of a single C5H10OS2 molecule.

multiplicity	1
charge	0

XYZ file:
```
18
Properties=species:S:1:pos:R:3:nbo_charge:R:1
C 2.23 0.58 -1.54 -0.748
S 1.22 1.53 -0.37 0.233
C 0.59 0.20 0.62 -0.430
C -0.77 0.31 1.27 0.081
O -0.96 -0.12 2.57 -0.703
C -0.57 -0.71 0.21 -0.177
C -0.47 -2.16 0.62 -0.615
S -1.38 -0.54 -1.39 -0.016
H 1.65 -0.16 -2.09 0.228
H 3.04 0.09 -1.03 0.214
H 2.66 1.29 -2.25 0.231
H 1.32 -0.30 1.23 0.229
H -1.38 1.19 0.98 0.186
H -0.57 0.55 3.19 0.479
H 0.14 -2.71 -0.08 0.217
H -1.47 -2.62 0.63 0.222
H -0.05 -2.26 1.61 0.231
H -1.02 0.74 -1.59 0.137
```

***

<b> comes first in stability; the runner-up is 2.910 eV higher.

***

<a>
The following is a DFT calculation (ωB97M-V/def2-TZVPD) of a single C6H10OS molecule.

multiplicity	1
charge	0

XYZ file:
```
18
Properties=species:S:1:pos:R:3:nbo_charge:R:1
C 1.46 1.46 -2.17 -0.187
C 1.06 0.87 -1.18 -0.063
C 0.38 0.24 -0.06 0.073
C -0.52 1.27 0.63 -0.633
O -0.33 -0.96 -0.38 -0.546
C -1.22 -0.86 -1.54 -0.264
S 1.72 -0.33 1.07 0.210
C 0.67 -1.31 2.23 -0.735
H 1.84 2.03 -2.98 0.239
H -1.01 0.83 1.52 0.222
H 0.08 2.12 1.01 0.233
H -1.23 1.62 -0.12 0.214
H -1.66 -1.88 -1.74 0.202
H -1.99 -0.13 -1.29 0.173
H -0.76 -0.57 -2.49 0.189
H 1.39 -1.96 2.84 0.234
H 0.17 -0.58 2.91 0.207
H -0.06 -1.88 1.75 0.233
```

***

<b>
The following is a DFT calculation (ωB97M-V/def2-TZVPD) of a single C6H10OS molecule.

multiplicity	1
charge	0

XYZ file:
```
18
Properties=species:S:1:pos:R:3:nbo_charge:R:1
O -0.18 -0.02 -2.93 -0.696
C 0.85 -0.49 -1.95 -0.087
C 0.92 -0.14 -0.46 -0.378
S 0.93 1.57 0.04 0.219
C 0.44 1.24 1.81 -0.537
C -0.59 0.16 1.68 -0.269
C -1.54 0.02 0.45 -0.457
C -0.35 -0.69 0.34 -0.224
H -0.97 -0.18 -2.44 0.459
H 1.83 -0.19 -2.24 0.188
H 0.93 -1.60 -2.02 0.173
H 1.86 -0.70 -0.15 0.226
H 0.17 2.32 2.32 0.245
H 1.25 0.70 2.52 0.221
H -1.27 -0.24 2.47 0.248
H -1.75 0.60 -0.42 0.220
H -2.49 -0.54 0.57 0.227
H -0.03 -1.82 0.42 0.221
```

***

<a> comes first in stability; the runner-up is 0.550 eV higher.

***

<a>
The following is a DFT calculation (ωB97M-V/def2-TZVPD) of a single C6H10OS molecule.

multiplicity	1
charge	0

XYZ file:
```
18
Properties=species:S:1:pos:R:3:nbo_charge:R:1
C -0.63 -1.68 -0.22 0.072
C -1.31 -0.34 -0.25 -0.238
C 0.69 -0.90 -0.06 -0.453
C -0.18 0.34 -0.04 0.106
C 0.98 1.96 1.45 -0.594
C 0.18 1.76 0.16 -0.448
O -0.67 -2.53 -1.39 -0.589
S -0.49 -1.69 -3.07 -0.307
H -0.88 -2.33 0.63 0.191
H -2.34 -0.08 -0.38 0.212
H 1.27 -1.12 0.84 0.208
H 1.33 -0.98 -0.94 0.242
H 1.25 3.01 1.56 0.215
H 1.89 1.37 1.43 0.205
H 0.39 1.66 2.31 0.206
H 0.80 2.08 -0.69 0.226
H -0.72 2.37 0.17 0.216
H -1.56 -2.91 -1.49 0.530
```

***

<b>
The following is a DFT calculation (ωB97M-V/def2-TZVPD) of a single C6H10OS molecule.

multiplicity	1
charge	0

XYZ file:
```
18
Properties=species:S:1:pos:R:3:nbo_charge:R:1
C 1.94 0.70 -0.56 -0.103
C 1.47 -0.65 -0.07 -0.454
C 0.10 -0.01 0.09 0.248
C -0.98 -0.61 -0.72 -0.475
C -2.17 0.01 -0.44 -0.501
S -2.30 0.52 1.38 0.154
C -0.44 0.32 1.47 -0.566
O 0.60 1.25 -0.31 -0.556
H 2.19 0.70 -1.66 0.209
H 2.60 0.96 0.39 0.207
H 1.76 -0.83 1.04 0.200
H 1.71 -1.65 -0.58 0.227
H -0.57 -0.37 -1.77 0.235
H -0.84 -1.77 -0.60 0.222
H -3.12 -0.58 -0.59 0.243
H -2.12 1.09 -0.92 0.234
H 0.16 1.38 1.67 0.255
H 0.02 -0.46 2.20 0.219
```

***

<b> comes first in stability; the runner-up is 0.053 eV higher.

***

<a>
The following is a DFT calculation (ωB97M-V/def2-TZVPD) of 2 unconnected molecules or ions with the total composition H4N4O2.

multiplicity	1
charge	0

XYZ file:
```
10
Properties=species:S:1:pos:R:3:nbo_charge:R:1
H -1.66 1.95 -0.04 0.237
N -0.56 1.69 -0.04 -0.353
N -0.53 0.48 -0.04 0.011
N -1.64 -0.22 0.19 -0.634
H -1.60 -1.22 0.22 0.397
H -2.54 0.19 0.21 0.353
O 2.82 -1.79 -0.97 -0.311
N 1.92 -1.26 -0.38 0.332
O 2.30 -0.12 0.22 -0.533
H 1.49 0.30 0.64 0.500
```

***

<b>
The following is a DFT calculation (ωB97M-V/def2-TZVPD) of a single H4N4O2 molecule.

multiplicity	1
charge	0

XYZ file:
```
10
Properties=species:S:1:pos:R:3:nbo_charge:R:1
N 0.55 2.06 -0.22 -0.654
N -0.23 1.06 -0.66 -0.053
N -0.12 0.04 0.04 0.457
O 0.54 -0.14 1.05 -0.514
O -0.96 -0.95 -0.54 -0.215
N -0.70 -2.20 -0.07 -0.493
H 0.75 1.93 0.77 0.390
H 0.29 2.99 -0.64 0.399
H -0.26 -2.05 0.86 0.360
H 0.15 -2.74 -0.61 0.322
```

***

<a> comes first in stability; the runner-up is 1.460 eV higher.